# 1
Here is 2 unconnected molecules or ions with the total composition C5H4F3NS2 from the OMol25 dataset. Energies are from ωB97M-V with the def2-TZVPD basis set.

The calculation puts the relative energy (zero: lowest compared OMol25 entry of this formula, charge and spin) at 207.5 kJ/mol. Its net charge is 0.

Geometry as XYZ:
```
15
Properties=species:S:1:pos:R:3:nbo_charge:R:1
C -0.083 -0.568 2.192 -0.457
C 1.736 -0.993 0.646 -0.156
C 0.422 0.541 1.495 -0.067
C -0.753 1.230 -1.545 -0.337
C -1.507 -0.085 -1.359 0.851
N 1.492 0.265 0.730 -0.470
F -0.881 -1.277 -1.474 -0.344
F -2.443 -0.055 -2.306 -0.308
F -2.172 -0.277 -0.200 -0.328
S 0.866 -1.933 1.804 0.448
S 0.880 1.113 -1.806 0.311
H -0.975 -0.504 2.777 0.254
H 2.499 -1.403 -0.054 0.230
H 0.035 1.632 1.581 0.230
H 0.885 2.314 -2.480 0.143
```

---

# 2
Here is 2 unconnected molecules or ions with the total composition C2H5NO3 from the OMol25 dataset. Energies are from ωB97M-V with the def2-TZVPD basis set.

The calculation puts the relative energy (zero: lowest compared OMol25 entry of this formula, charge and spin) at 415.7 kJ/mol. Its net charge is 0.

Geometry as XYZ:
```
11
Properties=species:S:1:pos:R:3:nbo_charge:R:1
C -0.884 0.775 0.591 0.647
O -0.273 1.249 1.745 -0.750
O -0.598 1.293 -0.483 -0.642
H -0.950 1.718 2.252 0.488
H -1.932 0.460 0.765 0.108
C 1.081 -0.938 -1.560 -0.122
O -0.124 -1.045 0.525 -0.574
N 0.023 -1.333 -1.027 -0.050
H 0.750 -0.852 0.919 0.475
H 1.753 -0.214 -1.098 0.200
H 1.152 -1.112 -2.629 0.220
```

---

# 3
Here is 2 unconnected molecules or ions with the total composition C7H18BrOP from the OMol25 dataset. Energies are from ωB97M-V with the def2-TZVPD basis set.

Its net charge is 0.

Geometry as XYZ:
```
28
Properties=species:S:1:pos:R:3:nbo_charge:R:1
C 3.239 0.809 0.054 -0.615
C 2.098 -0.178 0.353 -0.399
C 1.236 -0.450 -0.881 -0.404
C 0.128 -1.506 -0.723 -0.397
C -1.308 -0.990 -0.845 -0.402
C -1.901 -0.356 0.424 -0.758
P -2.407 1.415 0.544 0.796
C -2.979 1.792 -1.158 -0.969
Br -0.405 2.462 0.481 -0.292
H 4.219 0.341 0.153 0.208
H 3.218 1.669 0.725 0.211
H 3.164 1.196 -0.964 0.206
H 1.479 0.217 1.163 0.192
H 2.516 -1.131 0.693 0.189
H 0.801 0.496 -1.217 0.206
H 1.916 -0.766 -1.678 0.199
H 0.238 -2.031 0.233 0.197
H 0.262 -2.264 -1.498 0.208
H -1.946 -1.835 -1.114 0.210
H -1.354 -0.305 -1.698 0.198
H -1.247 -0.544 1.278 0.258
H -2.836 -0.866 0.687 0.237
H -3.816 1.127 -1.391 0.237
H -2.202 1.663 -1.911 0.232
H -3.337 2.822 -1.186 0.244
O 0.114 -1.156 3.301 -0.936
H 0.945 -1.439 2.902 0.471
H 0.164 -0.193 3.273 0.471
```

---

| no. | HOMO level (Eh) | total energy (eV) | lowest unoccupied orbital energy (eV) |
| --- | --- | --- | --- |
| 1 | -0.33875 | -36559.2636 | -0.8 |
| 2 | -0.36080 | -9783.8802 | 0.7 |
| 3 | -0.32793 | -88930.4460 | 0.8 |